The following is a DFT calculation (ωB97M-V/def2-TZVPD) of a 2-piece molecular cluster, C3H7FO3 overall.

Each line ends with the natural charge from an NBO analysis.
Cartesian coordinates (Å):
F -0.8047 1.5212 0.5338  -0.3889
O 2.9264 -1.1327 0.1272  -0.7003
O 1.6815 0.1509 -1.2171  -0.6863
O 1.9604 0.6323 0.9316  -0.6514
C -1.9081 -0.5431 0.3185  -0.6462
C 2.2208 -0.0611 -0.1263  0.9794
C -1.3778 0.6859 -0.3841  0.0521
H -1.2714 -0.9857 0.9756  0.2169
H -0.6541 0.3819 -1.1107  0.1840
H -2.6072 -0.1857 1.0081  0.2079
H 2.9802 -1.9196 -0.4929  0.5306
H -2.3557 -1.1926 -0.3782  0.2153
H -2.0852 1.3755 -0.8056  0.1630
H 1.2948 1.2730 0.6202  0.5238

Its spin multiplicity is 1. The molecular weight is 110.1 g mol⁻¹. Its orbital gap is 0.4119 Ha. The value obtained for the LUMO energy is 0.0190 Ha. Its electronic energy is -444.0910 Ha.

The following is a DFT calculation (ωB97M-V/def2-TZVPD) of a 2-piece molecular cluster, C3H7FSi overall.

Each line ends with the natural charge from an NBO analysis.
Cartesian coordinates (Å):
Si -1.0893 -0.7079 0.8412  0.9680
F -2.7179 0.8988 -0.7035  -0.3690
C 2.2606 0.3855 0.6570  -0.4787
C 1.0476 0.6611 0.1788  -0.4251
C -2.2504 -0.4497 -0.6922  -0.3497
H -1.6595 0.0173 1.9915  -0.1532
H 0.9891 1.5633 -0.4623  0.1799
H -0.1738 -1.7650 1.1140  -0.1432
H 3.0910 1.0207 0.5113  0.1846
H -3.1120 -1.0827 -0.7409  0.1956
H -1.5142 -0.6168 -1.5846  0.2067
H 2.5930 -0.4379 1.3490  0.1841

Its spin multiplicity is 1. The molecular weight is 90.2 g mol⁻¹. Its orbital gap is 0.3293 Ha. The value obtained for the LUMO energy is 0.0039 Ha. Its electronic energy is -507.7076 Ha.

The following is a DFT calculation (ωB97M-V/def2-TZVPD) of C3H7I2OP as an isolated structure.

Each line ends with the natural charge from an NBO analysis.
Cartesian coordinates (Å):
I 2.9536 -1.9011 -0.0533  0.1447
I -2.7007 -2.1174 -0.0026  0.1243
P -0.0511 -0.6810 0.8672  1.9543
O -0.0238 -1.0844 2.2241  -1.0749
C -1.0113 0.8130 0.4594  -1.0378
C -0.5782 -1.8636 -0.3785  -0.9576
C 1.8066 -0.1859 0.1345  -0.8932
H -0.2260 -1.7941 -1.4332  0.2699
H -0.1801 -2.7940 -0.1295  0.2527
H 1.6316 0.2832 -0.8173  0.2188
H -2.0749 0.8865 0.7772  0.2780
H -0.3164 1.5848 1.0178  0.2453
H 2.3001 0.5610 0.7138  0.2351
H -0.7650 0.9907 -0.6081  0.2404

Its spin multiplicity is 1. The molecular weight is 343.9 g mol⁻¹. Its orbital gap is 0.3463 Ha. The value obtained for the LUMO energy is 0.0011 Ha. Its electronic energy is -1130.4833 Ha.

The following is a DFT calculation (ωB97M-V/def2-TZVPD) of a single C3H7IN2 molecule.

Each line ends with the natural charge from an NBO analysis.
Cartesian coordinates (Å):
I -2.7868 1.2425 -0.6968  0.0305
N 0.4585 1.5402 -0.1847  -0.4882
N 0.6886 0.1349 0.0102  -0.2711
C 0.0788 -0.5244 1.1750  -0.4342
C -0.0255 -0.2501 -1.2906  -0.2787
C -0.6615 1.1261 -1.1566  -0.1407
H -1.0354 -0.4482 1.1759  0.1663
H 0.4838 2.1315 0.6636  0.3838
H 0.7116 -0.2863 -2.1223  0.2181
H 0.4880 -0.1230 2.0644  0.2019
H 0.2003 -1.5555 1.0589  0.2047
H -0.4967 1.6443 -2.0440  0.1968
H -0.6338 -1.1266 -1.1815  0.2108

Its spin multiplicity is 1. The molecular weight is 198.0 g mol⁻¹. Its orbital gap is 0.3072 Ha. The value obtained for the LUMO energy is 0.0178 Ha. Its electronic energy is -525.5966 Ha.

The following is a DFT calculation (ωB97M-V/def2-TZVPD) of C3H7IN3P as an isolated structure.

Each line ends with the natural charge from an NBO analysis.
Cartesian coordinates (Å):
I 2.2202 1.3202 -1.5018  0.1685
P -1.3094 1.8904 -0.2686  0.8577
N -1.1660 0.6074 -1.0892  -0.8656
N 1.2184 0.4414 1.9726  -0.3284
N 0.8458 0.8020 0.8553  -0.1764
C -0.1784 -0.4762 -0.8498  -0.1042
C 1.1743 0.0130 -0.2900  -0.2522
C -0.7551 -1.4651 0.1025  -0.6203
H -0.0471 -0.9341 -1.7768  0.2151
H -0.8129 -2.5166 -0.2010  0.2253
H 1.0389 1.1031 2.7081  0.3311
H 1.9221 -0.6947 0.0326  0.2305
H 0.0410 -1.3707 0.8819  0.2168
H -2.4564 2.4754 -0.9704  -0.1291
H -1.7354 -1.1956 0.3947  0.2313

Its spin multiplicity is 1. The molecular weight is 243.0 g mol⁻¹. Its orbital gap is 0.3064 Ha. The value obtained for the LUMO energy is -0.0017 Ha. Its electronic energy is -921.6900 Ha.

The following is a DFT calculation (ωB97M-V/def2-TZVPD) of a 2-piece molecular cluster, C3H7INO overall.

Each line ends with the natural charge from an NBO analysis.
Cartesian coordinates (Å):
I -4.2033 1.1689 1.2022  0.0855
O -1.9671 -0.4392 0.2974  -0.5272
N 0.6342 1.1804 -0.4867  -0.6851
C 0.8510 -0.1564 0.1820  -0.3826
C -0.1041 -1.1420 -0.2861  -0.0958
C -3.1174 -0.6191 0.6180  0.3608
H 0.8731 0.0248 1.2174  0.2232
H -3.7848 -1.4319 0.7399  0.1977
H 1.6744 -0.4970 -0.3500  0.2832
H -0.2973 -2.1134 0.1812  0.1974
H 1.2599 1.9435 -0.2303  0.4513
H -0.1641 1.6939 -0.1437  0.4313
H 0.2757 0.9975 -1.3920  0.4603

Its spin multiplicity is 1. As for the total charge: +1. The molecular weight is 200.0 g mol⁻¹. Its orbital gap is 0.3181 Ha. The value obtained for the LUMO energy is -0.1470 Ha. Its electronic energy is -545.7484 Ha.

The following is a DFT calculation (ωB97M-V/def2-TZVPD) of a 2-piece molecular cluster, C3H7INO overall.

Each line ends with the natural charge from an NBO analysis.
Cartesian coordinates (Å):
I -3.4214 0.2142 -0.1102  -0.0020
O -1.6716 -1.3032 0.1919  -0.5864
N 0.1751 0.3483 -0.8552  -0.5298
C -1.6400 -2.4789 0.4937  0.4395
C 0.5055 1.2054 0.2871  -0.2230
C 1.0406 -0.2193 0.2362  -0.2027
H 2.0585 -0.4448 0.0217  0.2528
H -0.2139 1.6375 0.9992  0.2754
H 0.5817 0.6209 -1.7021  0.4326
H 0.3999 -0.9416 0.7032  0.2427
H 1.2831 1.9507 0.0582  0.2487
H -2.5762 -3.0455 0.6126  0.1755
H -0.7260 -0.1568 -1.0773  0.4766

Its spin multiplicity is 1. As for the total charge: +1. The molecular weight is 200.0 g mol⁻¹. Its orbital gap (alpha / beta) is 0.2891 / 0.2851 Ha. The value obtained for the LUMO energy (alpha / beta) is -0.1935 / -0.1974 Ha. Its electronic energy is -545.7800 Ha.

The following is a DFT calculation (ωB97M-V/def2-TZVPD) of an isolated ion of composition C3H7INO and charge +1.

Each line ends with the natural charge from an NBO analysis.
Cartesian coordinates (Å):
I -0.4484 2.5252 -1.5548  0.3832
O -1.1258 -0.4054 -0.9097  -0.4056
N 1.2370 0.2975 0.2530  -0.8343
C -1.1027 -0.3140 0.5332  -0.1115
C 0.3821 -0.7164 0.8357  -0.2444
C -0.5750 0.4402 -1.7122  0.2570
H 0.4983 -0.7246 1.9193  0.2258
H 2.1161 0.0148 -0.1425  0.3947
H -1.7681 -1.1407 0.9388  0.2505
H 1.5406 1.0546 0.9468  0.3919
H -1.3441 0.6276 1.1231  0.2407
H 0.7494 -1.5523 0.3445  0.2213
H -0.1593 -0.1066 -2.5754  0.2305

Its spin multiplicity is 1. As for the total charge: +1. The molecular weight is 200.0 g mol⁻¹. Its orbital gap is 0.3028 Ha. The value obtained for the LUMO energy is -0.2062 Ha. Its electronic energy is -545.8494 Ha.

The following is a DFT calculation (ωB97M-V/def2-TZVPD) of an isolated ion of composition C3H7N and charge -1.

Each line ends with the natural charge from an NBO analysis.
Cartesian coordinates (Å):
N -1.2238 0.8942 1.0919  -1.0516
C -0.4108 0.5678 0.0141  -0.0632
C 1.1960 -0.9833 -1.1258  -1.1260
C 0.4701 -0.4449 0.1031  -0.2981
H 1.6741 -1.9225 -0.8631  0.1584
H -0.5473 1.1023 -0.9128  0.1706
H 1.8119 -0.2223 -1.6032  0.1988
H 0.4377 -1.2347 -1.8773  0.1746
H -1.6369 1.8146 1.1778  0.3068
H 0.5867 -0.9401 1.0544  0.1759
H -1.5280 0.1534 1.7070  0.3537

Its spin multiplicity is 2. As for the total charge: -1. The molecular weight is 57.1 g mol⁻¹. Its orbital gap (alpha / beta) is 0.0763 / 0.3129 Ha. The value obtained for the LUMO energy (alpha / beta) is 0.1501 / 0.1687 Ha. Its electronic energy is -173.1539 Ha.

The following is a DFT calculation (ωB97M-V/def2-TZVPD) of a single C3H7N molecule.

Each line ends with the natural charge from an NBO analysis.
Cartesian coordinates (Å):
N 0.4192 -0.0106 -0.5616  -0.3982
C 1.0667 -0.7076 0.4433  -0.4093
C -0.3744 1.2017 -0.2503  -0.2743
C -1.0173 -0.0939 -0.4799  -0.2562
H -1.4593 -0.6335 0.4663  0.1733
H 2.1080 -0.4598 0.3005  0.2036
H -1.5288 -0.3641 -1.4045  0.2014
H 0.9742 -1.7863 0.1377  0.1946
H -0.4794 1.3634 0.8565  0.1814
H 0.6661 -0.5698 1.4145  0.1676
H -0.3750 2.0605 -0.9226  0.2162

Its spin multiplicity is 1. The molecular weight is 57.1 g mol⁻¹. Its orbital gap is 0.3891 Ha. The value obtained for the LUMO energy is 0.0468 Ha. Its electronic energy is -173.1841 Ha.

The following is a DFT calculation (ωB97M-V/def2-TZVPD) of a single C3H7N molecule.

Each line ends with the natural charge from an NBO analysis.
Cartesian coordinates (Å):
N -0.1362 -1.3599 1.6333  -0.8190
C -0.1621 0.5016 0.0775  -0.2970
C 0.1003 1.0872 -1.2768  -0.6348
C 0.2777 -0.6948 0.4596  -0.0013
H 1.0586 -1.1480 -0.1429  0.1827
H 0.2392 0.3530 -2.0672  0.2098
H -0.7045 1.7799 -1.5241  0.2142
H -0.5966 1.1700 0.8141  0.1912
H -0.0135 -2.3402 1.4324  0.3730
H -1.0540 -1.0758 1.9304  0.3775
H 0.9911 1.7269 -1.3363  0.2037

Its spin multiplicity is 1. The molecular weight is 57.1 g mol⁻¹. Its orbital gap is 0.3371 Ha. The value obtained for the LUMO energy is 0.0464 Ha. Its electronic energy is -173.2252 Ha.

The following is a DFT calculation (ωB97M-V/def2-TZVPD) of a single C3H7N molecule.

Each line ends with the natural charge from an NBO analysis.
Cartesian coordinates (Å):
N 0.5329 -0.7351 0.5459  -0.3853
C 1.4829 0.0754 0.4102  -0.0645
C -0.8241 -0.3917 0.1891  -0.2484
C -0.9789 0.6533 -0.9373  -0.6302
H 1.4598 1.1016 0.0257  0.1411
H -0.6332 1.6312 -0.6100  0.2017
H -1.3391 -1.3065 -0.1002  0.1956
H 2.4845 -0.3004 0.5937  0.1663
H -2.0257 0.7181 -1.2288  0.2160
H -1.3326 0.0230 1.0636  0.2004
H -0.4059 0.2731 -1.7794  0.2073

Its spin multiplicity is 1. The molecular weight is 57.1 g mol⁻¹. Its orbital gap is 0.3869 Ha. The value obtained for the LUMO energy is 0.0417 Ha. Its electronic energy is -173.2219 Ha.

We obtain largest force on an atom values of 4.84, 4.63, 5.98, 3.02, 2.79, 3.59, 3.44, 2.99, 1.59, 3.57, 1.58, 1.21 eV Å⁻¹ for the records listed above, in that order.
We obtain energy relative to the best compared isomer or geometry (same formula, charge and spin) values of 4.4, 49.5, 30.7, 71.9, 0.0, 111.3, 91.5, 48.0, 14.0, 36.4, 10.6, 12.6 kcal/mol for the records listed above, in that order.